Version w
The following is a DFT calculation (ωB97M-V with the def2-TZVPD basis set) of the molecule C4H11OP.

Properties
* spin multiplicity: 1
* SMILES string: C=[P@@](C)(O)CC
* Kohn-Sham gap: 8.58 eV

```
17
Properties=species:S:1:pos:R:3:nbo_charge:R:1
C 2.933 -0.106 0.472 -0.766
P 0.688 -0.164 0.075 1.405
C 0.240 1.639 -0.044 -0.964
O 0.671 -0.664 -1.479 -0.971
C -0.984 -1.018 0.577 -0.665
C -2.147 -0.362 -0.190 -0.598
H 3.159 -1.253 0.428 0.150
H 2.984 0.057 1.498 0.124
H -0.654 1.807 0.646 0.235
H 1.058 2.116 0.305 0.239
H 0.065 1.883 -1.186 0.244
H 1.269 -0.060 -1.862 0.494
H -0.744 -1.975 0.224 0.224
H -1.186 -1.033 1.603 0.223
H -3.080 -1.113 -0.202 0.210
H -2.380 0.506 0.311 0.201
H -1.893 -0.260 -1.177 0.215
```



Version x
The following is a DFT calculation (ωB97M-V with the def2-TZVPD basis set) of a cluster of 2 separate species, C4H11OP in total.

Properties
* spin multiplicity: 1
* SMILES string: CCPO.C=C
* Kohn-Sham gap: 9.86 eV

```
17
Properties=species:S:1:pos:R:3:nbo_charge:R:1
C -3.652 -0.382 -0.104 -0.617
C -2.451 0.538 0.097 -0.729
P -0.900 -0.412 0.207 0.856
O -0.008 0.984 0.408 -0.960
H -4.131 -0.604 0.870 0.217
H -4.210 0.077 -0.859 0.218
H -3.245 -1.317 -0.468 0.193
H -2.655 1.213 0.989 0.235
H -2.256 1.251 -0.772 0.224
H -0.701 -0.491 -1.169 -0.104
H 0.848 0.707 0.501 0.466
C 4.632 -0.524 -0.264 -0.375
C 3.784 0.080 0.599 -0.378
H 5.748 -0.532 -0.100 0.197
H 4.397 -1.062 -1.151 0.199
H 2.691 0.235 0.478 0.158
H 4.002 0.681 1.452 0.198
```



Stability ranking, top and bottom: version x is the most stable and version w is the least stable.



Version w
The following is a DFT calculation (ωB97M-V with the def2-TZVPD basis set) of the molecule C16H13N3O2S.

Properties
* spin multiplicity: 1
* SMILES string: O=C(c1cnc2sccn2c1=O)N1CCc2ccccc2C1
* Kohn-Sham gap: 8.68 eV

```
35
Properties=species:S:1:pos:R:3:nbo_charge:R:1
O 2.957 1.223 -0.435 -0.621
C 1.796 0.853 -0.474 0.680
C 0.939 1.209 -1.655 -0.320
C 1.383 0.915 -2.917 0.125
N 0.753 1.274 -4.049 -0.504
C -0.318 1.987 -3.903 0.279
S -1.279 2.587 -5.220 0.433
C -2.356 3.349 -4.083 -0.408
C -1.981 3.137 -2.814 -0.028
N -0.843 2.372 -2.705 -0.408
C -0.243 2.004 -1.467 0.650
O -0.757 2.374 -0.432 -0.616
N 1.232 0.120 0.503 -0.417
C 2.026 -0.146 1.688 -0.206
C 1.124 -0.335 2.904 -0.455
C 0.238 -1.510 2.632 0.073
C 0.017 -2.537 3.534 -0.234
C -0.784 -3.611 3.183 -0.207
C -1.354 -3.667 1.923 -0.215
C -1.129 -2.648 1.014 -0.190
C -0.337 -1.566 1.364 -0.061
C -0.119 -0.409 0.434 -0.248
H 2.292 0.349 -3.062 0.218
H -3.199 3.905 -4.436 0.252
H -2.450 3.483 -1.911 0.259
H 2.712 0.695 1.817 0.237
H 2.626 -1.053 1.533 0.193
H 1.729 -0.494 3.797 0.222
H 0.522 0.566 3.049 0.220
H 0.471 -2.494 4.513 0.210
H -0.958 -4.407 3.891 0.213
H -1.973 -4.507 1.646 0.213
H -1.573 -2.693 0.029 0.208
H -0.830 0.387 0.706 0.232
H -0.334 -0.710 -0.597 0.215
```



Version x
The following is a DFT calculation (ωB97M-V with the def2-TZVPD basis set) of the molecule C16H13N3O2S.

Properties
* spin multiplicity: 1
* SMILES string: COc1ccc2nc3n4cc(C)c(=O)c(C)c4c(=S)n3c2c1
* Kohn-Sham gap: 6.47 eV

```
35
Properties=species:S:1:pos:R:3:nbo_charge:R:1
C 4.728 3.519 -0.119 -0.252
O 3.757 3.754 -1.179 -0.513
C 2.722 2.910 -1.463 0.313
C 1.734 3.508 -2.213 -0.256
C 0.463 2.939 -2.437 -0.188
C 0.238 1.717 -1.748 0.083
N -1.016 1.138 -1.510 -0.448
C -0.743 0.138 -0.680 0.540
N -1.453 -0.995 -0.188 -0.367
C -2.820 -1.146 -0.091 0.022
C -3.476 -2.075 0.638 -0.083
C -5.005 -2.242 0.729 -0.626
C -2.497 -2.974 1.325 0.461
O -2.972 -3.809 2.034 -0.579
C -1.057 -2.701 1.325 -0.047
C -0.086 -3.422 2.203 -0.645
C -0.602 -1.650 0.617 0.126
C 0.777 -1.006 0.540 0.078
S 2.227 -1.341 1.215 0.025
N 0.562 -0.030 -0.414 -0.412
C 1.232 1.032 -0.995 0.157
C 2.481 1.599 -0.915 -0.314
H 5.302 2.663 -0.465 0.182
H 5.459 4.412 0.097 0.212
H 4.155 3.274 0.760 0.184
H 1.915 4.477 -2.572 0.226
H -0.403 3.327 -3.123 0.247
H -3.467 -0.497 -0.669 0.224
H -5.552 -1.696 -0.148 0.225
H -5.254 -3.250 0.744 0.237
H -5.106 -1.841 1.780 0.240
H 0.481 -2.773 2.853 0.238
H -0.673 -4.071 2.785 0.243
H 0.681 -4.070 1.575 0.231
H 3.268 1.182 -0.291 0.236
```



Stability ranking, top and bottom: version w is the most stable and version x is the least stable.



Version w
The following is a DFT calculation (ωB97M-V with the def2-TZVPD basis set) of the molecule C5H5NS.

Properties
* spin multiplicity: 1
* SMILES string: CC1=CC(=S)N=C1
* Kohn-Sham gap: 7.53 eV

```
12
Properties=species:S:1:pos:R:3:nbo_charge:R:1
C 0.803 -1.557 -0.353 -0.654
C 0.133 -0.276 -0.026 -0.045
C 0.114 0.859 -0.720 -0.243
C -0.721 1.862 0.057 -0.025
S -0.968 3.441 -0.070 0.176
N -1.310 1.124 1.140 -0.443
C -0.780 -0.067 1.129 0.096
H 1.651 -1.895 0.314 0.234
H 1.371 -1.456 -1.271 0.226
H 0.151 -2.412 -0.514 0.232
H 0.560 1.039 -1.687 0.233
H -1.005 -0.661 2.002 0.211
```



Version x
The following is a DFT calculation (ωB97M-V with the def2-TZVPD basis set) of a cluster of 2 separate species, C5H5NS in total.

Properties
* spin multiplicity: 1
* Kohn-Sham gap (spin up / spin down): 7.09 / 7.03 eV

```
12
Properties=species:S:1:pos:R:3:nbo_charge:R:1
C 0.314 -1.838 -1.286 0.178
C -1.041 0.125 -0.472 -0.174
C 1.714 -0.195 0.832 -0.337
C -0.026 -0.684 -0.674 -0.091
C -1.063 1.301 0.427 -0.654
N 0.879 -2.673 -1.826 -0.275
S 1.889 -1.153 2.037 0.237
H -1.806 0.117 -1.331 0.220
H 2.461 0.254 0.242 0.187
H -1.749 2.114 -0.113 0.233
H -1.571 1.010 1.467 0.240
H -0.003 1.622 0.698 0.235
```



Version y
The following is a DFT calculation (ωB97M-V with the def2-TZVPD basis set) of the molecule C5H5NS.

Properties
* spin multiplicity: 1
* SMILES string: C/C=C(/C#N)C=S
* Kohn-Sham gap: 7.81 eV

```
12
Properties=species:S:1:pos:R:3:nbo_charge:R:1
C -1.168 -0.281 1.299 -0.672
C 0.261 -0.203 0.744 0.029
C 0.673 0.158 -0.502 -0.260
C 2.125 0.459 -0.575 0.268
N 3.283 0.573 -0.553 -0.304
C -0.160 0.276 -1.715 -0.288
S -1.696 -0.203 -1.906 0.074
H -1.605 -1.230 0.993 0.252
H -1.753 0.570 0.938 0.236
H -1.174 -0.175 2.408 0.224
H 0.927 -0.615 1.493 0.220
H 0.286 0.672 -2.622 0.221
```



Stability ranking, top and bottom: version w is the most stable and version x is the least stable.



Version w
The following is a DFT calculation (ωB97M-V with the def2-TZVPD basis set) of a structure of composition C3H2Cl2N2.

Properties
* spin multiplicity: 1
* Kohn-Sham gap (spin up / spin down): 5.61 / 6.38 eV

```
9
Properties=species:S:1:pos:R:3:nbo_charge:R:1
C -0.896 -1.314 0.498 0.259
C -1.306 -0.888 -0.724 0.000
C 0.130 -0.687 1.028 -0.177
N -0.369 0.032 -1.013 -0.299
N 0.392 0.224 0.099 -0.042
Cl -2.453 -1.325 -1.827 0.156
Cl 0.250 2.393 -2.278 -0.481
H 0.608 -0.830 2.047 0.259
H -0.165 1.090 -1.778 0.326
```



Version x
The following is a DFT calculation (ωB97M-V with the def2-TZVPD basis set) of a structure of composition C3H2Cl2N2.

Properties
* spin multiplicity: 1
* Kohn-Sham gap: 9.24 eV

```
9
Properties=species:S:1:pos:R:3:nbo_charge:R:1
C -0.219 -1.741 -0.657 -0.180
C 1.025 -1.145 -0.267 0.192
C -1.170 -1.077 0.247 -0.035
N 0.649 0.089 -0.416 -0.400
N -0.652 -0.276 -0.866 -0.236
Cl 2.612 -1.669 0.094 0.083
Cl -3.046 -1.286 0.007 -0.076
H -0.948 -0.671 1.318 0.232
H 1.040 0.990 -0.492 0.419
```



Version y
The following is a DFT calculation (ωB97M-V with the def2-TZVPD basis set) of the molecule C3H2Cl2N2.

Properties
* spin multiplicity: 1
* SMILES string: ClC1=C=CN(Cl)N1
* Kohn-Sham gap: 7.90 eV

```
9
Properties=species:S:1:pos:R:3:nbo_charge:R:1
Cl -1.287 1.918 1.751 0.047
C -0.465 0.623 0.976 0.115
C 0.230 -0.482 1.426 -0.390
C 0.762 -0.996 0.288 -0.052
N 0.318 -0.330 -0.856 -0.234
Cl 0.328 -0.640 -2.516 0.209
N -0.398 0.706 -0.348 -0.360
H 1.520 -1.930 0.326 0.244
H -1.008 1.131 -1.045 0.420
```



Stability ranking, top and bottom: version y is the most stable and version w is the least stable.